1.
24
Properties=species:S:1:pos:R:3:forces:R:3:mulliken_charge:R:1 method="wB97M-V/def2-TZVPD" lumo_energy_ev=-1.02 charge=0 homo_lumo_gap_ev=6.1 e_homo_ev=-7.10 smiles=Clp1oc2ccccc2c2ccccc2o1 energy_ev=-38477.5658
C -1.111850 -0.839726 2.941293 0.53 1.50 -0.69 -0.651
H 0.966774 1.552426 4.295114 -0.35 -0.29 -0.33 0.405
C 0.061094 0.385829 1.181046 0.69 -0.01 0.55 0.441
H -1.852312 -1.552963 3.188652 -0.49 -0.73 0.38 0.421
C 1.687096 0.446056 -0.785528 -0.75 -0.34 -1.02 0.433
H -1.293540 1.105502 -3.226186 0.33 -0.09 0.47 0.370
C 0.429541 0.942427 3.558751 -0.47 -0.98 -0.26 -0.546
C 1.915408 0.539180 -2.172249 -0.55 0.03 0.62 -0.552
C -0.677841 0.807585 -1.152509 -0.25 0.06 0.07 -0.490
P 2.973489 1.445621 1.135445 0.22 -1.12 -0.12 0.216
C 0.384892 0.572895 -0.264871 -0.21 0.03 -0.20 0.433
C 0.826974 0.804027 -3.033175 0.86 -0.47 0.61 -0.410
H -0.785879 -0.238107 4.968416 0.31 0.20 -0.21 0.360
Cl 4.893734 2.187410 1.335103 3.33 1.40 0.22 -0.310
C -0.466697 0.916895 -2.529193 -0.02 0.17 0.12 -0.650
H -1.688023 0.912193 -0.705159 0.74 -0.09 -0.51 0.435
H 1.012219 0.872481 -4.098638 -0.06 0.02 0.06 0.375
H -1.373506 -1.206921 0.848099 0.04 0.11 -0.18 0.470
H 2.945211 0.343817 -2.495380 -0.56 0.30 -0.16 0.408
C -0.874059 -0.590653 1.581970 0.72 0.38 0.83 -0.563
C 0.737172 1.114943 2.195893 -1.88 -0.79 1.21 0.413
O 1.720740 2.054163 1.945037 -1.58 0.45 -0.13 -0.246
O 2.773240 0.182085 0.057480 -0.98 -0.13 -0.67 -0.323
C -0.503626 -0.056916 3.930840 0.36 0.38 -0.65 -0.440

2.
28
Properties=species:S:1:pos:R:3:forces:R:3:mulliken_charge:R:1 method="wB97M-V/def2-TZVPD" lumo_energy_ev=-0.32 charge=0 homo_lumo_gap_ev=8.1 e_homo_ev=-8.41 energy_ev=-44128.0777
C 2.176943 2.321781 1.910227 0.10 -0.36 -0.42 0.408
H -0.954752 2.994966 5.318184 0.02 -0.02 -0.03 0.395
C -0.523402 2.314894 4.592108 -0.12 0.11 0.18 -0.303
C 0.507743 2.732030 3.775237 0.00 -0.06 -0.05 -0.374
H -0.777091 -0.830786 3.417529 0.01 0.05 0.00 0.376
F -1.161963 -3.131381 -5.467502 -0.14 0.23 -0.01 -0.272
F -1.149429 -0.987694 -5.858056 -0.17 -0.27 0.06 -0.238
O 2.501903 3.493941 2.077502 0.20 -0.17 -0.21 -0.679
C -0.247103 -0.249656 -1.815948 0.54 -0.17 0.58 -0.307
N 0.644735 -1.111159 -1.285889 -0.54 -0.26 -0.84 -0.332
C -0.712258 -1.673415 -3.659128 -0.18 0.06 -0.16 0.475
C -1.008885 1.019239 4.477773 -0.09 -0.08 0.05 -0.501
C 0.840290 -2.252956 -1.958310 -0.05 0.36 0.17 -0.230
C 0.186566 -2.574724 -3.141843 0.23 -0.34 0.04 -0.477
K 2.050514 -0.673272 0.977847 0.00 -1.82 -0.14 0.985
H -0.407056 0.674048 -1.269996 0.07 -0.06 0.01 0.381
C -1.460070 -1.930494 -4.946807 0.19 0.08 0.19 0.797
C 1.040568 1.840753 2.845513 -0.34 -0.50 0.07 0.240
H -1.629132 0.256631 -3.347511 0.01 -0.09 -0.05 0.376
C -0.932864 -0.488717 -2.983283 -0.28 0.34 -0.10 -0.694
C -0.431071 0.191940 3.541153 0.50 0.17 -0.40 -0.313
H 0.919232 3.730666 3.820145 0.00 -0.05 -0.02 0.458
H -1.817096 0.639896 5.089963 0.02 0.13 0.04 0.363
N 0.573008 0.580525 2.734657 -0.21 0.40 0.38 -0.228
H 0.382558 -3.511820 -3.644974 0.03 0.02 0.05 0.425
F -2.789120 -1.879714 -4.741932 0.20 -0.04 -0.17 -0.240
H 1.561992 -2.947044 -1.535407 -0.07 0.04 -0.04 0.343
O 2.615239 1.451523 1.078748 0.05 2.31 0.82 -0.834

3.
37
Properties=species:S:1:pos:R:3:forces:R:3:mulliken_charge:R:1 method="wB97M-V/def2-TZVPD" e_above_lowest_ev=0.000 lumo_energy_ev="-1.16 / -1.82" charge=0 homo_lumo_gap_ev="7.1 / 6.6" e_homo_ev="-8.21 / -8.43" s2=0.774 spin_multiplicity=2 energy_ev=-77438.1374
O -1.590481 0.938987 1.879899 -0.67 -0.06 0.46 -0.692
H 2.850794 0.933167 -5.201267 -0.02 0.00 -0.01 0.389
C -3.995630 0.207000 2.730195 0.63 -0.25 -0.14 0.594
F -4.614368 -0.838674 3.239594 -0.22 -0.28 0.20 -0.204
N -1.930518 -1.554934 2.127105 -0.26 0.14 -0.12 -0.328
C 1.643646 0.701730 0.714307 0.54 -0.04 0.82 1.190
H 4.693297 0.782938 -0.806117 0.01 0.00 0.00 0.423
O -1.765708 -0.058442 4.093265 0.19 -0.14 0.37 -0.630
S -2.415070 -2.038066 0.709384 0.43 0.79 0.18 0.778
C 1.076244 0.902740 -3.979735 -0.08 0.02 -0.25 -0.466
H 4.385042 0.863609 -3.239745 0.00 0.00 -0.05 0.373
C 1.385804 0.816037 -1.599370 -0.32 0.07 0.00 -0.456
F -0.857064 -4.115957 1.015924 0.12 -0.36 0.25 -0.204
C 2.463305 0.901720 -4.192263 -0.08 -0.01 0.04 -0.675
C 1.160141 0.595027 2.132947 0.07 -0.08 -0.14 -1.201
O -2.398868 -0.953285 -0.311311 0.36 -0.99 0.46 -0.919
H 2.023910 0.574016 2.791112 -0.01 0.00 0.06 0.453
O -3.588974 -2.827897 0.717922 -0.25 -0.33 -0.11 -0.539
H 0.599767 -0.328190 2.290680 0.02 0.05 -0.08 0.127
C 3.618306 0.776611 -0.678008 -0.20 0.00 -0.18 -0.911
F -4.411112 0.405207 1.491768 -0.13 0.05 -0.33 -0.181
H 3.659288 0.675832 1.442131 0.03 0.01 -0.01 0.352
F -1.256759 -3.554500 -1.027548 -0.04 -0.19 -0.40 -0.205
S -1.213232 0.863950 -2.537423 0.14 -0.15 0.22 -0.350
H 0.522923 1.427173 2.415443 0.02 0.02 -0.04 0.299
F -4.230343 1.271802 3.461586 -0.12 0.40 0.21 -0.206
C 2.777115 0.820838 -1.815532 0.15 0.01 0.17 1.251
O -2.331013 2.348028 -0.220143 0.47 -0.22 0.54 -0.515
C 0.522574 0.866475 -2.722306 0.18 0.04 0.18 0.529
H 0.400494 0.936598 -4.825778 0.06 0.00 -0.04 0.405
C -0.997274 -3.109716 0.182787 -0.48 0.42 0.32 0.644
C 3.309572 0.864087 -3.122390 -0.06 -0.01 0.14 -0.808
N 0.833939 0.762581 -0.315075 -0.64 -0.68 -0.71 -0.578
C 3.052633 0.720183 0.549881 0.05 0.02 0.11 -0.786
S -2.158705 -0.112724 2.734309 -0.01 -0.11 -0.58 0.924
F 0.115902 -2.388727 0.158481 0.33 0.17 -0.01 -0.169
Ir -1.339565 0.924780 -0.284723 -0.19 1.69 -1.52 2.294

4.
45
Properties=species:S:1:pos:R:3:forces:R:3:mulliken_charge:R:1 method="wB97M-V/def2-TZVPD" e_above_lowest_ev=11.752 lumo_energy_ev=-8.28 charge=+1 homo_lumo_gap_ev=1.3 e_homo_ev=-9.56 energy_ev=-87814.2566
C -2.350475 -3.354109 2.531677 -1.60 1.00 2.83 0.126
C 2.314897 3.242095 -1.847563 0.65 0.07 4.24 0.886
C -0.665476 -0.445533 2.460820 0.43 0.39 -1.69 -0.172
F -3.606531 -6.192411 1.798461 3.49 -1.15 -0.05 -0.118
O 5.536605 1.375309 -3.862393 -0.14 0.47 -0.23 -0.316
H -2.105077 -7.646477 2.506281 -0.59 1.97 -1.25 0.294
O 6.409901 1.902591 -1.567845 0.44 0.50 -0.34 -0.372
O 3.005586 2.476029 -1.195253 -1.02 0.27 -0.50 -0.808
H -0.799130 -0.625489 3.628855 0.31 0.37 -2.75 0.274
C -1.066338 -5.544584 2.069409 2.65 -0.86 -1.01 0.456
O 2.779568 2.528088 -4.062030 -0.89 0.80 1.33 -0.590
H -2.988036 -4.781699 4.006445 0.37 1.03 0.13 0.169
C -1.766222 -1.135409 1.482213 4.18 3.27 -0.92 -0.124
B 0.886007 4.887905 -2.426981 0.00 0.75 -0.36 1.326
C 0.621367 0.491133 1.988088 -3.97 -2.43 -4.35 -0.431
Ca -5.582085 -5.295419 2.077258 -1.25 0.28 0.01 0.544
N -1.592012 -4.168097 1.727164 -0.44 0.97 0.81 -0.008
O -2.215013 6.349457 -2.153787 1.68 -0.48 -0.09 -0.623
C -2.222165 -6.721480 1.799202 1.59 -2.05 -2.51 0.040
H -0.508681 0.045208 -1.662269 -0.19 -0.49 2.83 0.528
O 1.356363 4.239235 -3.655149 0.66 -0.95 0.67 -0.546
O -0.019997 8.202719 -2.292925 -0.10 -1.99 -0.01 -0.590
Mg -3.320406 0.714924 -1.055209 0.20 -0.04 0.00 0.679
H -3.403153 -3.137048 4.392883 0.76 -0.78 -0.62 0.316
C -0.551015 -0.097280 -0.475455 1.07 0.64 1.64 -0.214
O 5.401960 3.720462 -2.975830 0.95 -1.12 -0.27 -0.249
N -2.873236 -1.983964 2.067639 3.52 -2.68 0.76 -0.044
N -2.713548 -3.776748 3.938270 0.41 1.16 -4.69 -0.334
P 6.244114 2.434302 -3.001071 -0.16 0.17 0.20 1.005
F -0.413743 -5.657728 3.394073 -2.74 0.57 -4.39 -0.203
C -1.034183 6.058075 -2.253217 -4.25 -1.75 0.26 0.599
H 1.415277 0.959406 2.708045 -1.81 -1.03 -1.46 0.384
H 1.517864 1.273827 -0.214869 -1.83 -1.24 0.94 0.229
C 0.650052 0.658432 0.323056 -2.71 -2.34 3.09 0.052
N -1.694864 -0.920557 0.009051 2.96 1.95 3.53 -0.493
O 1.541039 4.196504 -1.312042 0.74 -1.28 -0.42 -0.651
F 0.012030 -5.836518 1.052115 -3.64 1.32 3.56 -0.254
C 2.201832 3.268166 -3.282432 0.28 -0.35 -5.02 0.425
O 1.220650 6.315588 -2.427011 -0.93 -0.14 0.13 -0.464
O 7.628159 2.738802 -3.597529 -1.17 -0.03 0.75 -0.358
O -0.573294 4.800706 -2.313267 -0.14 0.48 0.13 -0.502
C 0.064480 6.985647 -2.322853 2.90 4.09 -0.19 0.565
H -3.380389 -1.501779 2.844701 0.64 -0.68 -0.83 0.440
F -1.977002 -7.239633 0.402102 -1.20 2.03 4.59 -0.219
H -1.385678 -3.802648 0.749170 -0.08 -0.69 1.51 0.344

5.
28
Properties=species:S:1:pos:R:3:forces:R:3:mulliken_charge:R:1 method="wB97M-V/def2-TZVPD" e_above_lowest_ev=0.255 lumo_energy_ev="-3.41 / -5.37" charge=+1 homo_lumo_gap_ev="9.0 / 7.4" e_homo_ev="-12.38 / -12.78" s2=2.006 spin_multiplicity=3 energy_ev=-162989.0845
H 4.573162 -1.265222 -1.044991 0.18 0.00 0.03 0.421
N -0.933858 2.095944 0.734798 0.40 0.10 -0.51 -0.499
C -0.292847 1.083823 2.875718 -2.01 0.29 -0.48 0.437
C 1.354925 -2.319508 -1.357989 0.36 0.49 0.12 0.496
C 3.497927 -1.244637 -1.028534 0.08 0.42 0.11 -0.464
C 0.489551 -3.459699 -1.755430 -0.17 -0.19 -0.01 -1.335
H -0.126935 -3.778107 -0.915377 -0.02 -0.08 0.01 0.333
Br -0.908151 3.157220 -1.754847 -0.42 -0.02 0.06 -0.122
C -1.385974 1.600553 1.880441 0.31 -0.39 0.94 0.590
C -3.634766 1.924787 1.168498 0.22 -0.07 0.15 -0.250
H 1.079113 -4.304824 -2.096676 -0.01 -0.07 -0.03 0.375
C -3.155219 2.432547 -0.035263 0.18 0.10 -0.15 -0.464
H -3.826034 2.762286 -0.813811 0.04 0.02 -0.04 0.427
C 2.747614 -2.368651 -1.355780 -0.37 0.16 0.04 -0.330
N 1.479329 -0.048179 -0.655741 0.64 1.12 0.56 -0.642
Br 3.592338 1.600327 -0.217246 0.04 -0.50 -0.09 -0.056
Pt 1.159609 1.983075 0.383760 -1.23 -0.81 0.89 1.321
H -0.181485 -3.149321 -2.555795 -0.02 -0.09 -0.05 0.353
C 0.766288 -1.112451 -0.974141 -0.03 -0.35 -0.12 -0.263
H -0.306941 -1.001574 -0.927840 -0.12 0.00 0.01 0.525
C 2.808095 -0.101822 -0.689369 -0.21 -0.42 -0.25 0.444
H -4.700272 1.838928 1.331801 -0.02 0.06 -0.02 0.441
C -1.785085 2.506273 -0.202017 0.07 0.11 -0.23 0.291
C -2.741774 1.514517 2.149478 0.09 0.08 -0.18 -0.549
O 0.887950 1.186813 2.434693 1.96 0.25 -0.98 -0.760
H -3.051421 1.123837 3.108196 0.01 -0.05 -0.02 0.483
H 3.260083 -3.284174 -1.611076 0.02 -0.08 -0.07 0.404
O -0.665221 0.627239 3.924539 0.03 -0.09 0.28 -0.605